# C2H5NO

An isolated molecule of C2H5NO in a non-equilibrium geometry (ωB97M-V/def2-TZVPD, OMol25).

```
9
Properties=species:S:1:pos:R:3:forces:R:3:lowdin_charge:R:1
C -1.28791 -1.75158 -0.44578 -2.585 5.093 1.587 0.01
C 0.70318 1.37198 0.31641 0.108 -4.615 -0.011 -0.18
N -0.63718 1.01045 -0.09169 -2.239 -1.838 -0.671 0.03
O -0.61266 -0.59912 -0.19770 1.008 1.135 0.141 -0.25
H -0.57316 -2.37010 -0.80271 1.440 -2.675 -1.047 0.02
H -2.42191 -1.85282 -0.34932 1.910 0.190 -0.282 0.10
H 0.67700 1.21087 1.44446 0.907 0.543 -1.274 0.09
H 1.27941 0.51077 -0.25308 -0.067 1.788 1.605 0.11
H 1.05266 2.32974 -0.03479 -0.482 0.379 -0.048 0.06
```
Positions in Å, forces in eV/Å.

Computed properties:
HOMO-LUMO gap (spin up / spin down) ... 0.26100 / 0.35588 Ha
Electronic energy ... -5685.8131 eV
E_LUMO (spin up / spin down) ... -0.31 / 0.46 eV
HOMO energy (spin up / spin down) ... -7.42 / -9.22 eV
Relative energy (zero: lowest compared OMol25 entry of this formula, charge and spin) ... 171.0 kcal per mole

# C2H5NO

A cluster of 2 separate species, C2H5NO in total in a non-equilibrium geometry (ωB97M-V/def2-TZVPD, OMol25).

```
9
Properties=species:S:1:pos:R:3:forces:R:3:lowdin_charge:R:1
C 0.47668 -1.19674 -0.30098 2.319 -4.564 -1.177 -0.24
C -0.58223 1.32496 0.02088 -0.754 5.308 1.078 -0.04
N -0.54922 -0.64447 0.41876 -0.924 -3.117 0.858 0.01
O 0.59401 -0.95719 1.07142 -0.169 0.029 1.738 -0.01
H 0.58905 -2.37658 -0.55375 -0.803 2.856 0.319 0.16
H 1.20056 -0.58517 -0.79286 -0.072 0.498 -1.119 0.09
H 0.42398 1.30568 -0.40509 -0.640 -0.023 -0.096 0.00
H -1.51741 1.42749 -0.56290 1.013 -0.263 0.284 0.01
H -0.63542 1.70201 1.10453 0.029 -0.724 -1.885 0.04
```
Positions in Å, forces in eV/Å.

Computed properties:
HOMO-LUMO gap (spin up / spin down) ... 0.25543 / 0.38557 Ha
Electronic energy ... -5684.5849 eV
<S²> ... 2.01
2S+1 ... 3
E_LUMO (spin up / spin down) ... 1.02 / -1.35 eV
HOMO energy (spin up / spin down) ... -5.93 / -11.84 eV
Relative energy (zero: lowest compared OMol25 entry of this formula, charge and spin) ... 71.5 kcal per mole

# C2H5NO2

An isolated molecule of C2H5NO2 in a non-equilibrium geometry (ωB97M-V/def2-TZVPD, OMol25).

```
10
Properties=species:S:1:pos:R:3:forces:R:3:lowdin_charge:R:1
C -0.20436 0.17263 0.32795 -0.377 -3.589 -3.899 -0.42
C 1.26391 0.34296 0.07611 -1.376 2.137 0.679 0.00
N -0.62746 -1.63782 -0.45251 0.534 1.383 -1.213 0.02
O -0.64221 -0.97710 0.88049 -1.293 1.966 1.004 -0.17
O -1.05620 1.06729 -0.22570 -1.551 -0.510 2.683 0.07
H 1.51596 1.13698 0.79001 0.635 -0.336 0.458 0.09
H 1.48934 0.87375 -0.86042 -0.219 -0.885 -0.061 0.10
H 1.70833 -0.60552 0.27543 0.646 -0.286 -0.128 0.08
H -1.46976 -1.30508 -1.02998 0.848 -0.096 1.632 0.04
H -1.97755 0.93191 0.21864 2.154 0.217 -1.154 0.18
```
Positions in Å, forces in eV/Å.

Computed properties:
HOMO-LUMO gap (spin up / spin down) ... 0.31983 / 0.31994 Ha
Electronic energy ... -7735.5218 eV
E_LUMO (spin up / spin down) ... 0.38 / 0.38 eV
HOMO energy (spin up / spin down) ... -8.33 / -8.33 eV
Relative energy (zero: lowest compared OMol25 entry of this formula, charge and spin) ... 120.6 kcal per mole

# C2H5NO2

An isolated molecule of C2H5NO2 in a non-equilibrium geometry (ωB97M-V/def2-TZVPD, OMol25).

```
10
Properties=species:S:1:pos:R:3:forces:R:3:lowdin_charge:R:1
C 0.86571 1.31398 0.90412 -1.363 2.014 -0.369 -0.07
N 0.23785 0.19411 0.17030 1.156 0.869 1.150 -0.25
O 0.89951 -1.00692 0.44177 -0.624 0.149 -0.390 0.01
C -0.89650 0.16323 -0.54860 -0.641 0.765 -1.731 -0.34
O -1.33629 -0.83469 -1.12147 0.635 0.272 1.019 -0.01
H 2.06015 1.24017 0.85344 -2.978 -0.045 0.370 0.11
H 0.33755 1.37355 2.10002 2.039 0.075 -3.679 0.15
H 0.53436 2.29727 0.15157 0.981 -2.539 2.801 0.14
H 0.45339 -1.58154 -0.20119 -0.015 -0.539 -0.052 0.09
H -1.37145 1.18146 -0.79137 0.810 -1.022 0.881 0.15
```
Positions in Å, forces in eV/Å.

Computed properties:
HOMO-LUMO gap ... 0.36734 Ha
Electronic energy ... -7737.1024 eV
SMILES string ... CN(O)C=O
E_LUMO ... 0.70 eV
HOMO energy ... -9.30 eV
Relative energy (zero: lowest compared OMol25 entry of this formula, charge and spin) ... 84.1 kcal per mole

# C2H5NO2

An isolated molecule of C2H5NO2 in a non-equilibrium geometry (ωB97M-V/def2-TZVPD, OMol25).

```
10
Properties=species:S:1:pos:R:3:forces:R:3:lowdin_charge:R:1
N 1.62409 0.05866 -0.27706 0.061 1.037 2.309 0.03
C 0.45913 -0.44109 0.41567 -0.050 -3.915 -0.982 -0.24
C -0.77366 0.24478 0.12466 -0.362 5.224 -1.359 -0.49
O -0.64442 1.49711 0.07395 -2.210 -3.080 0.079 0.04
O -1.87249 -0.48444 -0.21777 -0.127 1.590 0.657 0.10
H 1.42333 -0.15713 -1.20499 0.218 0.162 -2.128 0.05
H 1.65607 1.08488 -0.12298 0.014 -0.959 -0.524 0.09
H 0.54249 -0.44347 1.47607 0.452 -0.232 0.993 0.12
H 0.23544 -1.49520 0.03593 0.855 0.845 0.928 0.15
H -2.64998 0.13589 -0.30349 1.150 -0.672 0.025 0.15
```
Positions in Å, forces in eV/Å.

Computed properties:
HOMO-LUMO gap ... 0.38747 Ha
Electronic energy ... -7739.7784 eV
SMILES string ... NCC(=O)O
E_LUMO ... 0.61 eV
HOMO energy ... -9.94 eV
Relative energy (zero: lowest compared OMol25 entry of this formula, charge and spin) ... 22.4 kcal per mole

# C2H5NO2

A cluster of 2 separate species, C2H5NO2 in total in a non-equilibrium geometry (ωB97M-V/def2-TZVPD, OMol25).

```
10
Properties=species:S:1:pos:R:3:forces:R:3:lowdin_charge:R:1
O -1.36727 -0.03751 -2.61080 -0.582 0.819 0.765 0.04
N -1.90780 0.31444 -1.62838 0.405 -0.719 -0.429 -0.11
O -2.56083 1.54342 -1.76559 0.638 -0.318 -1.281 0.00
H -3.03223 1.59950 -0.94492 -0.453 0.217 0.957 0.07
C 1.98012 -0.90447 1.46338 0.767 1.903 0.584 -0.11
C 1.01628 -0.23079 0.80654 -0.237 0.300 -1.266 -0.11
H 1.68873 -1.74516 2.02823 -0.401 -1.178 0.323 0.01
H 3.05877 -0.60161 1.77775 -2.028 -0.057 -1.330 0.08
H -0.04657 -0.66679 0.69076 1.920 0.652 0.385 0.06
H 1.17079 0.72896 0.18302 -0.029 -1.619 1.293 0.07
```
Positions in Å, forces in eV/Å.

Computed properties:
HOMO-LUMO gap ... 0.37845 Ha
Electronic energy ... -7736.0017 eV
SMILES string ... O=NO.C=C
E_LUMO ... 0.14 eV
HOMO energy ... -10.16 eV
Relative energy (zero: lowest compared OMol25 entry of this formula, charge and spin) ... 109.5 kcal per mole

# C2H5NO2

An isolated molecule of C2H5NO2 in a non-equilibrium geometry (ωB97M-V/def2-TZVPD, OMol25).

```
10
Properties=species:S:1:pos:R:3:forces:R:3:lowdin_charge:R:1
C 0.44725 -0.86987 -0.07073 -0.261 0.503 3.312 0.07
C 0.04512 0.41269 0.49816 -0.399 -0.369 -4.067 -0.37
N -1.27796 0.19769 -0.27971 -2.116 0.208 -1.608 -0.13
O -2.49511 0.14136 0.11549 1.700 0.099 0.875 -0.09
O 0.82010 1.42427 -0.10338 -0.116 1.310 0.666 -0.02
H 0.97756 -0.81588 -0.94185 1.145 -0.154 -2.189 0.05
H 0.39942 -1.71642 0.55265 0.052 -0.979 0.360 0.06
H -0.27191 0.45389 1.48050 -0.112 0.458 2.177 0.13
H -1.17173 -0.40083 -1.13813 0.527 1.050 0.374 0.15
H 0.68193 2.39696 0.11498 -0.420 -2.126 0.100 0.14
```
Positions in Å, forces in eV/Å.

Computed properties:
HOMO-LUMO gap (spin up / spin down) ... 0.32928 / 0.32381 Ha
Electronic energy ... -7734.9153 eV
E_LUMO (spin up / spin down) ... 0.49 / 0.27 eV
HOMO energy (spin up / spin down) ... -8.47 / -8.54 eV
Relative energy (zero: lowest compared OMol25 entry of this formula, charge and spin) ... 134.6 kcal per mole

# C2H5NO2

An isolated molecule of C2H5NO2 (ωB97M-V/def2-TZVPD, OMol25).

```
10
Properties=species:S:1:pos:R:3:forces:R:3:lowdin_charge:R:1
N -0.50906 -0.47391 1.87009 -0.215 0.038 -0.137 0.08
C -0.89174 -0.10187 0.65462 0.431 -0.065 0.489 -0.16
O 0.08911 0.71606 0.18104 -0.165 -0.454 0.042 -0.12
C 0.15085 0.62268 -1.23281 0.003 0.350 -0.327 -0.31
O 0.42598 -0.67935 -1.63955 0.228 -0.039 -0.059 -0.03
H 0.36879 -0.17895 2.28966 -0.042 -0.029 -0.112 0.11
H -1.05030 -1.17096 2.34993 -0.129 0.198 0.090 0.09
H -0.81039 0.88697 -1.68011 0.125 -0.003 0.109 0.13
H 0.94731 1.31705 -1.52307 -0.199 -0.010 -0.002 0.13
H 1.27944 -0.93773 -1.26979 -0.037 0.015 -0.094 0.10
```
Positions in Å, forces in eV/Å.

Computed properties:
HOMO-LUMO gap ... 0.35684 Ha
Electronic energy ... -7738.3072 eV
E_LUMO ... 0.94 eV
HOMO energy ... -8.77 eV
Relative energy (zero: lowest compared OMol25 entry of this formula, charge and spin) ... 56.4 kcal per mole

# C2H5NO2

An isolated molecule of C2H5NO2 in a non-equilibrium geometry (ωB97M-V/def2-TZVPD, OMol25).

```
10
Properties=species:S:1:pos:R:3:forces:R:3:lowdin_charge:R:1
H -0.13381 -2.62013 -0.41944 -0.656 -3.050 -1.214 0.00
N -0.03437 -1.72056 -0.13024 0.686 3.534 0.452 0.13
C -0.40866 -0.82292 -0.94418 -1.236 -0.191 -0.264 -0.34
O -0.28627 0.46943 -0.68399 1.093 1.761 -0.385 -0.07
C 0.46223 0.91404 0.52561 0.507 -2.697 -0.594 -0.24
O 0.70289 2.25478 0.53719 3.155 -2.140 -0.262 0.05
H -1.03390 -0.84818 -1.90605 1.079 -0.715 1.131 0.15
H 1.45149 0.33960 0.56921 -1.457 0.931 -0.054 0.15
H -0.25589 0.50405 1.22172 0.336 0.468 1.277 0.12
H -0.07620 2.70363 0.49950 -3.507 2.099 -0.086 0.05
```
Positions in Å, forces in eV/Å.

Computed properties:
HOMO-LUMO gap ... 0.40295 Ha
Electronic energy ... -7738.8372 eV
SMILES string ... [H]/N=C/OCO
E_LUMO ... 0.87 eV
HOMO energy ... -10.10 eV
Relative energy (zero: lowest compared OMol25 entry of this formula, charge and spin) ... 44.1 kcal per mole

# C2H5NO2S

An isolated molecule of C2H5NO2S in a non-equilibrium geometry (ωB97M-V/def2-TZVPD, OMol25).

```
11
Properties=species:S:1:pos:R:3:forces:R:3:lowdin_charge:R:1
C -1.15756 -1.15229 0.02115 1.426 2.960 1.112 0.04
N -0.49439 0.49625 -0.19974 -1.498 -3.473 -0.973 -0.23
C 0.81658 0.50424 -0.96625 1.018 0.048 3.075 -0.16
S 0.72311 1.01956 0.77967 -1.139 -1.655 0.233 0.64
O 0.65005 2.38917 1.19303 0.164 0.031 -0.707 -0.30
O 0.97932 0.03083 1.81192 0.700 0.241 -0.635 -0.34
H -1.42523 -1.62519 -0.90287 1.072 0.091 -1.105 0.04
H -0.34132 -1.68868 0.65245 -2.080 0.942 -0.871 0.09
H -2.19633 -0.92520 0.34401 1.161 -0.154 1.132 0.06
H 1.47095 -0.36072 -1.12636 -0.707 -0.089 0.066 0.10
H 0.97483 1.31203 -1.60701 -0.118 1.058 -1.325 0.06
```
Positions in Å, forces in eV/Å.

Computed properties:
HOMO-LUMO gap ... 0.38276 Ha
Electronic energy ... -18571.2573 eV
SMILES string ... CN1CS1(=O)=O
E_LUMO ... 0.49 eV
HOMO energy ... -9.92 eV
Relative energy (zero: lowest compared OMol25 entry of this formula, charge and spin) ... 99.4 kcal per mole

# C2H5NO2S

An isolated molecule of C2H5NO2S in a non-equilibrium geometry (ωB97M-V/def2-TZVPD, OMol25).

```
11
Properties=species:S:1:pos:R:3:forces:R:3:lowdin_charge:R:1
C -1.08878 -0.63475 -0.56681 2.184 7.231 4.967 0.00
C 0.52090 -0.09183 -0.36207 -1.543 -3.103 0.360 -0.53
S 1.67285 -1.24329 0.54725 -0.510 0.407 -0.962 0.74
N 0.36879 1.16813 0.38059 -0.470 0.614 0.110 -0.44
O 0.50681 1.21518 1.60639 -0.199 0.287 -1.872 0.04
O -0.04104 2.05238 -0.36073 0.429 0.421 1.183 0.06
H -1.13640 -1.30853 -1.27570 -0.411 -3.254 -3.542 0.00
H -1.50797 0.44106 -0.75176 0.050 -2.435 -0.543 0.10
H -1.49594 -0.89228 0.42073 0.295 -0.478 -0.450 0.08
H 0.84578 0.07535 -1.39795 0.299 0.311 0.741 0.11
H 1.35501 -0.78143 1.76005 -0.122 0.000 0.008 -0.14
```
Positions in Å, forces in eV/Å.

Computed properties:
HOMO-LUMO gap ... 0.34383 Ha
Electronic energy ... -18571.4234 eV
SMILES string ... C[C@H](S)[N+](=O)[O-]
E_LUMO ... -0.27 eV
HOMO energy ... -9.63 eV
Relative energy (zero: lowest compared OMol25 entry of this formula, charge and spin) ... 95.6 kcal per mole

# C2H5NO2S

An isolated molecule of C2H5NO2S in a non-equilibrium geometry (ωB97M-V/def2-TZVPD, OMol25).

```
11
Properties=species:S:1:pos:R:3:forces:R:3:lowdin_charge:R:1
O -1.78573 -1.14306 -0.29010 -1.667 -0.188 1.551 -0.09
C -0.44680 -1.23720 0.15702 0.348 0.047 0.405 -0.26
C 0.39470 0.02456 -0.00978 0.727 -0.197 0.034 -0.81
S 2.05503 -0.08709 0.00470 -0.492 -0.032 -0.215 0.61
N -0.20416 1.20070 -0.15178 -0.789 -0.084 -0.011 -0.05
O -1.54498 1.41398 0.23458 0.469 -0.063 -0.658 -0.02
H -2.38474 -1.21062 0.52305 1.245 0.139 -1.844 0.14
H -0.41609 -1.49009 1.22024 0.111 -0.049 -0.046 0.13
H 0.04946 -2.04871 -0.38806 0.010 0.323 0.096 0.12
H 0.30927 2.02683 -0.44640 -0.239 -0.201 0.380 0.14
H -2.05098 0.81959 -0.36085 0.277 0.306 0.307 0.10
```
Positions in Å, forces in eV/Å.

Computed properties:
HOMO-LUMO gap ... 0.32615 Ha
Electronic energy ... -18573.1748 eV
SMILES string ... OCC(=S)NO
E_LUMO ... 0.35 eV
HOMO energy ... -8.53 eV
Relative energy (zero: lowest compared OMol25 entry of this formula, charge and spin) ... 55.2 kcal per mole